Density functional theory data (ωB97M-V/def2-TZVPD) for a cluster of 4 separate species, C3H14NO4 in total at a distorted geometry.

## Properties
E_HOMO	-14.0	eV
orbital gap	11.0	eV
energy above the lowest of the compared OMol25 structures with the same formula, charge and spin	80.7	kcal per mole
LUMO level	-3.001	eV

Structure (ORCA input):
```
! wB97M-V def2-TZVPD RIJCOSX def2/J DEFGRID3
* xyz 1 1
O -0.194 -1.769 1.006
C -0.353 -1.025 1.900
C 0.533 0.295 2.014
N 0.444 0.821 0.604
C 0.917 2.244 0.479
H -0.835 -1.274 2.813
H 0.257 1.113 2.769
H 1.473 -0.118 2.366
H 1.126 0.298 0.033
H -0.481 0.884 0.127
H 1.074 2.468 -0.726
H 1.870 2.464 1.254
H 0.219 2.940 0.946
H 1.649 -2.773 -2.031
H 0.626 -2.687 -2.819
O 1.092 -2.101 -2.232
H -2.255 -0.991 -0.052
H -3.037 -0.630 1.262
O -2.224 -0.415 0.671
H -0.597 -0.707 -3.311
H -0.390 0.765 -3.802
O -0.915 0.199 -3.273
*
```

Partial atomic charges computed with the Löwdin method, in multiples of e: 0.078 -0.276 -0.054 -0.023 -0.041 0.120 0.159 0.136 0.175 0.164 0.168 0.165 0.080 -0.014 0.047 -0.007 0.035 0.145 -0.044 0.012 0.018 -0.041